1.
ORCA calculation (wB97M-V/def2-TZVPD) on a structure of composition C57H79I3N10O9PS.

Structure (XYZ):
```
160
C57H79I3N10O9PS (wB97M-V/def2-TZVPD)
C 1.45532 -3.07344 2.98789
C 1.56942 -3.90730 1.69534
C 0.26936 -3.96420 0.87582
C 0.41837 -3.27892 -0.48688
C -0.87443 -2.68784 -1.07705
C -0.69561 -1.26733 -1.62779
C -0.82218 -0.04459 -0.70487
O -0.07295 1.05182 -1.23222
C 1.35113 1.01775 -1.34221
C 2.12942 1.89384 -0.35406
N 3.02473 2.85704 -1.02873
C 4.42249 2.69234 -0.64219
C 5.33694 3.64910 -1.40405
C 6.44246 4.18405 -0.51384
O 5.91478 2.91588 -2.51050
C -2.27637 0.47240 -0.75513
C -3.37696 -0.64356 -0.89798
O -3.63385 -1.29033 0.11196
O -3.82397 -0.69536 -2.05470
C -2.67890 1.62255 0.25924
P -2.00195 3.21347 -0.42146
O -0.71969 3.65424 0.17380
C -4.23076 1.66130 0.36952
I -5.11880 0.92609 2.13169
C -5.02402 2.03019 -0.63678
C -4.57422 2.36541 -2.03965
I -7.10356 2.12204 -0.50937
C -2.05364 1.46108 1.66439
C -1.97770 2.65013 2.66127
C -3.09055 3.66342 2.80333
O -4.21332 3.47119 3.12939
I -2.48530 5.77832 2.57864
O -0.64781 1.08818 1.58431
S -0.34910 -0.35823 1.02076
O 1.07119 -0.51931 1.13659
O -1.22859 -1.27766 1.66126
H 2.17883 -2.26300 2.99580
H 0.47524 -2.60093 3.04547
H 1.59022 -3.67596 3.88518
H 2.37107 -3.49111 1.08457
H 1.89790 -4.91193 1.96689
H -0.54094 -3.50275 1.43397
H 0.00486 -5.00937 0.70640
H 0.82990 -4.00359 -1.19317
H 1.17156 -2.49259 -0.40749
H -1.17548 -3.29085 -1.93363
H -1.70161 -2.73135 -0.37113
H -1.43516 -1.09805 -2.41026
H 0.27925 -1.22167 -2.11667
H 1.70623 -0.01069 -1.30277
H 1.56437 1.37761 -2.35208
H 2.73230 1.24560 0.27883
H 1.43599 2.42281 0.29430
H 2.96146 2.70251 -2.02920
H 4.49341 2.88828 0.42869
H 4.79781 1.67612 -0.81845
H 4.75653 4.46659 -1.83226
H 7.04782 4.93250 -1.02486
H 6.03264 4.62487 0.39248
H 7.07917 3.35239 -0.20370
H 6.85201 3.13514 -2.51968
H -2.26591 0.93301 -1.73914
H -3.05898 4.12300 -0.21543
H -1.95896 3.04216 -1.80555
H -4.07832 3.33362 -2.10053
H -3.94763 1.56319 -2.42792
H -5.43435 2.44147 -2.69533
H -2.54473 0.63253 2.15975
H -1.91333 2.19827 3.65473
H -1.04638 3.17077 2.48397
N 3.96765 -0.48568 4.14105
C 5.21509 -0.71890 3.63593
C 6.07242 -0.87874 4.69291
C 5.30605 -0.73679 5.88275
C 4.01068 -0.49636 5.50575
H 3.14121 -0.33604 3.58874
H 5.38580 -0.75688 2.57363
H 7.12833 -1.07894 4.62167
H 5.66375 -0.80625 6.89633
H 3.12143 -0.33602 6.09032
N -5.77514 6.78341 0.95304
C -5.37286 7.28977 -0.24920
C -6.03679 8.47151 -0.45101
C -6.87313 8.68258 0.67967
C -6.68635 7.62159 1.52724
H -5.44354 5.92534 1.35743
H -4.64955 6.77353 -0.85728
H -5.93339 9.11181 -1.31084
H -7.53280 9.51668 0.85121
H -7.12071 7.39579 2.48560
N 7.59053 0.34764 -3.24716
C 8.67431 -0.01158 -2.49338
C 9.13946 -1.20789 -2.97116
C 8.30222 -1.58190 -4.05831
C 7.35815 -0.60031 -4.20357
H 7.04693 1.18288 -3.11816
H 9.01923 0.60652 -1.68184
H 9.98210 -1.75556 -2.58384
H 8.38376 -2.46969 -4.66234
H 6.54702 -0.49427 -4.90382
N 1.43921 -8.27057 3.68171
C 1.43662 -9.38221 2.88387
C 0.24427 -9.41044 2.21098
C -0.50159 -8.26982 2.61825
C 0.26289 -7.58745 3.52491
H 2.19022 -7.99450 4.28574
H 2.27909 -10.05158 2.85907
H -0.05969 -10.16136 1.50128
H -1.48311 -7.97846 2.28313
H 0.07185 -6.67430 4.06045
N 6.05079 2.59273 -5.84785
C 7.01851 2.64804 -6.81185
C 6.42341 2.39076 -8.01824
C 5.04054 2.17031 -7.76870
C 4.84374 2.30229 -6.41979
H 6.19646 2.73654 -4.86457
H 8.04311 2.86125 -6.56014
H 6.92205 2.36151 -8.97239
H 4.27934 1.94208 -8.49547
H 3.95257 2.21675 -5.82235
N 2.25979 6.91066 0.36031
C 0.96759 6.47633 0.32335
C 0.17414 7.56427 0.07875
C 1.02601 8.70048 -0.03640
C 2.31191 8.26340 0.14499
H 3.04501 6.30898 0.51706
H 0.71869 5.43925 0.46184
H -0.89926 7.54564 -0.01240
H 0.72871 9.71775 -0.23117
H 3.24897 8.79392 0.13378
N -4.38280 2.03245 -5.46966
C -3.64604 1.96565 -6.61851
C -3.97146 3.05021 -7.38975
C -4.94573 3.80087 -6.67498
C -5.17516 3.14642 -5.49410
H -4.35175 1.36083 -4.72214
H -2.95622 1.15746 -6.78896
H -3.55778 3.28067 -8.35717
H -5.41989 4.71523 -6.98954
H -5.83414 3.37459 -4.67397
N -2.59877 -6.64887 5.56647
C -3.89371 -7.01645 5.32018
C -4.47497 -6.03246 4.56549
C -3.49005 -5.03046 4.34551
C -2.34660 -5.44007 4.97717
H -1.93362 -7.18793 6.08779
H -4.28558 -7.94505 5.69803
H -5.48891 -6.03538 4.20195
H -3.60576 -4.12123 3.77962
H -1.37684 -4.97702 5.04601
N -6.72786 -9.73751 4.28587
C -6.02375 -9.10947 3.29412
C -6.88731 -8.86334 2.26161
C -8.16311 -9.36201 2.64689
C -8.03233 -9.89515 3.90059
H -6.34621 -10.03729 5.16285
H -4.97735 -8.88699 3.40818
H -6.63502 -8.37487 1.33574
H -9.07167 -9.32830 2.06955
H -8.75143 -10.36634 4.54807
```

Results
E_LUMO: 1.551 eV
net charge: -1
orbital gap: 7.6 eV

Atom charges from the Löwdin analysis, given in e for atoms 1 to 5:
1. C -0.100
2. C -0.234
3. C -0.203
4. C -0.200
5. C -0.164


2.
ORCA calculation (wB97M-V/def2-TZVPD) on a cluster of 2 separate species, C8H12N2 in total.

Structure (XYZ):
```
22
C8H12N2 (wB97M-V/def2-TZVPD)
C -1.17247 1.09325 -0.72324
C 1.17162 -1.64755 -0.83349
C -0.04331 -1.14976 -1.03512
C 2.13071 -0.65390 -0.23157
C -0.19927 0.12811 -0.30521
C 1.18789 0.45813 0.23927
C 0.20459 -0.01808 1.22729
C 1.64882 1.83323 0.20363
N -2.03054 1.78706 -1.00658
N -3.67672 -0.88735 0.45004
H 1.57982 -2.67605 -1.17302
H -0.97993 -1.47998 -1.52437
H 2.65864 -1.15395 0.49356
H 2.82880 -0.18075 -1.10584
H 0.20098 -0.96968 1.55686
H -2.96422 -0.30406 0.84748
H -0.23661 0.76533 2.00594
H 1.00845 2.60067 0.59284
H 2.08208 2.23987 -0.65178
H 2.55228 2.06064 0.97128
H -4.58230 -0.51615 0.41402
H -3.36932 -1.32904 -0.41199
```

Results
E_LUMO: 0.776 eV
SMILES string: C[C@]12CC=C[C@@]1(C#N)C2.N
orbital gap: 10.0 eV
relative energy (zero: lowest compared OMol25 entry of this formula, charge and spin): 311.9 kJ/mol

Atom charges from the natural (NBO) analysis, given in e for atoms 1 to 5:
1. C 0.293
2. C -0.186
3. C -0.172
4. C -0.409
5. C -0.230


3.
ORCA calculation (wB97M-V/def2-TZVPD) on the ion C5H10NO2 with charge -1.

Structure (XYZ):
```
18
C5H10NO2 (wB97M-V/def2-TZVPD)
C 0.42750 -1.49940 -1.53160
O 1.63748 -1.94982 -1.92483
C 0.53143 -0.32393 -0.47297
C -0.78302 -0.25957 0.32643
C -0.86777 0.88476 1.32004
C -1.02816 2.24602 0.71715
O -1.61907 3.16433 1.23403
N 1.64824 -0.63951 0.40961
H -0.19688 -1.08778 -2.36400
H -0.15927 -2.29624 -1.00104
H 0.68117 0.58016 -1.06814
H -1.58584 -0.18813 -0.40421
H -0.88492 -1.20170 0.85440
H 0.01890 0.98620 1.95984
H -1.69166 0.75431 2.03374
H -0.57559 2.35342 -0.28816
H 2.42824 -0.01475 0.19830
H 2.01924 -1.50837 0.00137
```

Results
E_LUMO: 3.598 eV
net charge: -1
SMILES string: N[C@@H](C[O-])CCC=O
orbital gap: 6.3 eV
relative energy (zero: lowest compared OMol25 entry of this formula, charge and spin): 240.9 kJ/mol

Atom charges from the natural (NBO) analysis, given in e for atoms 1 to 5:
1. C -0.020
2. O -0.956
3. C -0.094
4. C -0.408
5. C -0.520


4.
ORCA calculation (wB97M-V/def2-TZVPD) on a cluster of 2 separate species, C5H12NO in total.

Structure (XYZ):
```
19
C5H12NO (wB97M-V/def2-TZVPD)
O 1.93518 2.39760 -1.03824
C 1.38232 1.47849 -0.48216
C 0.63813 0.40931 -1.19202
N 0.73390 0.66783 -2.62844
H 1.30455 1.41610 0.60218
H 1.07844 -0.57492 -1.03427
H -0.41796 0.34428 -0.86709
H -0.12890 0.37233 -3.12899
H 0.89958 1.64534 -2.81368
H 1.52140 0.18263 -3.07450
C -0.62531 -1.60332 0.85791
C -0.85082 -0.38952 1.78004
C -1.59707 -0.35294 2.91703
H 0.44392 -1.61332 0.56533
H -0.85141 -2.58904 1.33631
H -1.21948 -1.58198 -0.06597
H -0.36315 0.52666 1.41738
H -1.74347 0.50546 3.58189
H -2.13982 -1.24099 3.26729
```

Results
E_LUMO: -4.043 eV
net charge: +1
orbital gap: 8.8 eV
relative energy (zero: lowest compared OMol25 entry of this formula, charge and spin): 184.5 kJ/mol

Atom charges from the natural (NBO) analysis, given in e for atoms 1 to 5:
1. O -0.477
2. C 0.414
3. C -0.359
4. N -0.667
5. H 0.167


5.
ORCA calculation (wB97M-V/def2-TZVPD) on the molecule C3H4N2S.

Structure (XYZ):
```
10
C3H4N2S (wB97M-V/def2-TZVPD)
C -0.06025 0.09015 -0.23241
C 0.86885 -0.99292 -0.03543
C 0.49878 -1.54287 1.18785
H -0.35219 2.35750 -0.78724
H 1.62362 -1.36312 -0.70898
H 0.93300 -2.26736 1.85273
H -1.06859 -0.93487 2.43827
N -0.55601 -0.77938 1.58560
N -0.90293 0.15831 0.70237
S 0.07702 1.32682 -1.52067
```

Results
E_LUMO: 0.947 eV
SMILES string: Sc1cc[nH]n1
orbital gap: 9.7 eV
relative energy (zero: lowest compared OMol25 entry of this formula, charge and spin): 102.9 kJ/mol

Atom charges from the natural (NBO) analysis, given in e for atoms 1 to 5:
1. C 0.012
2. C -0.349
3. C -0.049
4. H 0.143
5. H 0.234


6.
ORCA calculation (wB97M-V/def2-TZVPD) on a structure of composition C33H33CsGeI3NO.

Structure (XYZ):
```
73
C33H33CsGeI3NO (wB97M-V/def2-TZVPD)
Cs 1.80612 1.07546 -1.16770
I 5.45051 2.91023 -1.19204
C 4.75353 4.89728 -1.38567
I 2.66189 5.08506 -1.63354
H 5.22643 5.32705 -2.25896
H 5.02779 5.43357 -0.48671
I -4.03803 4.63844 -1.59750
C -3.19933 2.78768 -1.19250
C -3.93584 1.76850 -0.60719
C -3.30570 0.56373 -0.34609
C -1.96911 0.42554 -0.67919
N -1.25356 1.40084 -1.23980
C -1.86351 2.55707 -1.48802
H -4.97772 1.91748 -0.35708
H -3.84162 -0.25595 0.11141
H -1.44573 -0.50693 -0.49200
H -1.26621 3.33912 -1.94519
C 2.62744 3.82470 3.49922
Ge 1.54549 2.66704 2.35089
C 2.23675 0.85666 2.16508
C 1.36934 -0.22321 1.96343
C 1.85819 -1.48049 1.64124
C 3.22600 -1.68266 1.50462
C 4.10308 -0.62440 1.70261
C 3.60977 0.63307 2.02425
C -0.35531 2.64355 2.80661
C -1.24007 3.32526 2.01083
C -2.62265 3.36997 2.29819
C -3.10973 2.70307 3.38175
C -2.24067 1.98224 4.24023
C -2.74114 1.30308 5.37820
C -1.89759 0.63922 6.22118
C -0.51135 0.63131 5.96298
C -0.00422 1.27359 4.86938
C -0.85214 1.96336 3.96586
H 2.47564 3.53579 4.54060
H 2.31624 4.86026 3.37531
H 3.68727 3.75291 3.26001
H 0.29854 -0.07951 2.06931
H 1.17292 -2.30661 1.49958
H 3.60914 -2.66239 1.25094
H 5.17014 -0.78168 1.61012
H 4.30969 1.45027 2.16661
H -0.87917 3.86162 1.13835
H -3.28785 3.94228 1.66461
H -4.16724 2.72599 3.61731
H -3.80687 1.32866 5.57010
H -2.28491 0.12549 7.09079
H 0.15678 0.11502 6.64005
H 1.06507 1.25214 4.69278
C -2.13112 -4.89037 -6.36460
C -1.31583 -4.38305 -5.21082
C -0.96259 -3.04358 -5.11842
C -0.19708 -2.55699 -4.06806
C 0.16267 -1.09719 -4.07808
C 0.22437 -3.45663 -3.06907
C 1.03634 -3.02028 -1.93462
O 1.41670 -1.88337 -1.71466
C -0.12851 -4.82213 -3.14429
C 0.29275 -5.83607 -2.10955
C -0.89155 -5.25603 -4.21427
H -2.43375 -4.08013 -7.02517
H -3.02866 -5.39980 -6.01208
H -1.55793 -5.61081 -6.95017
H -1.28938 -2.35662 -5.89008
H -0.35022 -0.60167 -4.90200
H 1.23671 -0.96357 -4.22869
H -0.09910 -0.58431 -3.15240
H 1.31846 -3.80959 -1.21989
H 1.37751 -5.92667 -2.03956
H -0.09913 -6.81519 -2.37666
H -0.08430 -5.59223 -1.11544
H -1.16287 -6.30351 -4.27667
```

Results
E_LUMO (spin up / spin down): -2.616 / -3.310 eV
expectation value of S²: 0.754
net charge: +1
orbital gap (spin up / spin down): 7.0 / 7.0 eV
2S+1: 2
relative energy (zero: lowest compared OMol25 entry of this formula, charge and spin): 0.0 kJ/mol

Atom charges from the Löwdin analysis, given in e for atoms 1 to 5:
1. Cs 0.813
2. I 0.729
3. C -1.184
4. I 0.712
5. H -0.035


What are the E values for these records? In order: -5076.65849 -421.44141 -401.73506 -327.38931 -624.38659 -4397.24746 Eh.